DFT (wB97M-V/def2-TZVPD) results for a molecular structure, C3H6CdO at a distorted geometry.

The HOMO energy (alpha / beta) comes out at -12.87 / -14.16 eV. The value obtained for the energy is -360.3362 Ha. The orbital gap (alpha / beta) comes out at 6.617 / 7.669 eV.

Structure (ORCA input):
```
! RIJCOSX wB97M-V def2-TZVPD def2/J DEFGRID3
* xyz 1 2
H 2.19928 0.70615 -0.11794
C 0.06398 -1.63316 -0.03694
Cd -0.82132 1.31414 -0.73536
H -0.25320 -0.47528 1.45524
H 1.75238 -0.28379 1.04688
C 1.24871 0.40763 0.34856
O 0.36761 -0.37580 -0.58388
H -0.67763 -2.17992 -0.62416
H 0.42677 1.81166 1.80737
C 0.09807 1.00690 1.14134
H 0.95898 -2.22624 0.17424
*
```